Record 1
ORCA calculation (wB97M-V/def2-TZVPD) on a single C14H26N2O3 molecule.

```
45
Properties=species:S:1:pos:R:3:nbo_charge:R:1
C 0.0512 -3.6913 2.4740 -0.620
C 1.3886 -3.0958 2.0516 -0.387
C 1.3178 -1.6608 1.5122 -0.216
C 2.7464 -1.1360 1.3408 -0.611
C 0.5152 -1.5861 0.1948 -0.139
N 0.7738 -0.3404 -0.5003 -0.640
C -0.1815 0.1910 -1.3163 0.803
O -1.2807 -0.3313 -1.4321 -0.667
N 0.1597 1.3262 -1.9956 -0.459
C 1.3130 2.1293 -1.6627 -0.215
C 1.2528 2.7724 -0.2658 -0.413
C -0.1722 3.1013 0.1854 -0.408
C -1.0232 3.8101 -0.8739 -0.406
C -1.8017 2.8338 -1.7567 -0.411
C -0.9170 2.0066 -2.6912 -0.206
C -0.9895 -1.5988 0.5022 0.854
O -1.5102 -0.8404 1.2774 -0.626
O -1.5946 -2.6423 -0.0674 -0.519
C -3.0070 -2.6784 0.0722 -0.264
H 0.2163 -4.6091 3.0350 0.210
H -0.4928 -2.9944 3.1074 0.211
H -0.5631 -3.9299 1.6121 0.215
H 1.8511 -3.7379 1.2974 0.194
H 2.0490 -3.0870 2.9224 0.201
H 0.7997 -1.0303 2.2427 0.223
H 3.3176 -1.3355 2.2447 0.221
H 2.7646 -0.0613 1.1783 0.204
H 3.2452 -1.6352 0.5115 0.200
H 0.7475 -2.4505 -0.4456 0.200
H 1.7380 -0.0969 -0.6427 0.401
H 1.3688 2.9149 -2.4194 0.210
H 2.2278 1.5329 -1.7629 0.191
H 1.6931 2.1049 0.4768 0.205
H 1.8542 3.6840 -0.2878 0.204
H -0.6766 2.1804 0.4850 0.216
H -0.0982 3.7314 1.0743 0.212
H -1.7500 4.4485 -0.3668 0.214
H -0.3952 4.4587 -1.4895 0.188
H -2.3580 2.1467 -1.1169 0.218
H -2.5207 3.3840 -2.3674 0.207
H -1.5278 1.2414 -3.1751 0.233
H -0.4706 2.6410 -3.4619 0.187
H -3.4407 -1.8432 -0.4800 0.202
H -3.2866 -2.5994 1.1251 0.193
H -3.3335 -3.6276 -0.3455 0.191
```

Values from the calculation:
**DFT total energy**: -884.3299 Eh
**Net charge**: 0
**LUMO level**: 0.7671 eV

=====

Record 2
ORCA calculation (wB97M-V/def2-TZVPD) on 3 unconnected molecules or ions with the total composition C14H26N3O4.

```
47
Properties=species:S:1:pos:R:3:nbo_charge:R:1
C 4.3466 0.2241 2.5875 -0.182
C 3.6547 0.2231 1.5874 0.081
N 2.9868 0.3012 0.3265 -0.505
C 2.3312 -0.9895 -0.0388 -0.235
C 3.2515 -2.0482 -0.7695 -0.458
C 4.5881 -1.4978 -1.4041 -0.240
N 5.0656 -0.1718 -0.8948 -0.575
C 3.9412 0.6783 -0.7336 0.812
N 3.6787 1.7464 -1.4871 -0.766
H 5.0343 -0.0589 3.4281 0.279
H 1.9977 -1.4639 0.9409 0.253
H 1.3630 -0.8519 -0.6245 0.225
H 2.6392 -2.4842 -1.6261 0.246
H 3.4522 -2.9330 -0.0859 0.247
H 5.4045 -2.2522 -1.1540 0.243
H 4.5164 -1.5190 -2.5399 0.218
H 5.7317 0.2406 -1.5623 0.404
H 2.6981 1.9365 -1.8020 0.483
H 4.3681 2.4611 -1.7441 0.454
O 0.7021 2.8941 -2.5813 -0.626
C -0.1588 2.6823 -1.7533 0.812
O -1.4476 2.8016 -2.0779 -0.487
C -2.5340 2.3771 -1.2364 -0.070
C -2.9162 3.4603 -0.2509 -0.639
C 0.2137 2.3780 -0.3366 -0.749
H -2.3041 1.4283 -0.7472 0.177
H -3.3752 2.1843 -1.9030 0.207
H -2.0947 3.6900 0.4298 0.206
H -3.7788 3.1507 0.3408 0.243
H -3.1621 4.3861 -0.7754 0.223
H 0.3645 3.3106 0.2081 0.261
H 1.1459 1.8153 -0.3482 0.218
H -0.5119 1.7587 0.1870 0.238
O -3.6851 0.5760 1.9891 -0.582
C -3.8336 -0.5944 1.7371 0.800
O -2.9820 -1.5053 2.2460 -0.510
C -3.1853 -2.9243 2.1800 -0.071
C -2.6533 -3.4924 0.8794 -0.634
C -4.9033 -1.0524 0.7814 -0.747
H -4.2325 -3.1792 2.3515 0.185
H -2.6243 -3.3492 3.0132 0.202
H -3.1827 -3.0835 0.0171 0.208
H -2.7571 -4.5786 0.8654 0.227
H -1.5982 -3.2373 0.7557 0.206
H -4.5256 -0.9867 -0.2398 0.240
H -5.7642 -0.3915 0.8879 0.254
H -5.2654 -2.0595 0.9767 0.223
```

Values from the calculation:
**DFT total energy**: -1013.9008 Eh
**Net charge**: +1
**LUMO level**: -4.8906 eV

=====

Record 3
ORCA calculation (wB97M-V/def2-TZVPD) on 3 unconnected molecules or ions with the total composition C14H26N3O4S2.

```
49
Properties=species:S:1:pos:R:3:nbo_charge:R:1
C -3.9097 -0.1598 2.0074 -0.705
C -2.4346 0.3767 1.6459 0.304
N -1.6741 -0.4350 0.9096 -0.655
C -1.8375 1.8045 2.1569 -0.506
C -0.2309 1.6660 1.9728 0.218
C 0.4951 1.8157 0.5929 -0.045
N 1.9018 1.5794 0.8793 -0.490
C 2.0557 1.3162 2.2809 0.217
N 0.7728 1.3544 2.9770 -0.507
H -4.4884 0.4932 2.7450 0.230
H -3.7626 -1.2216 2.4502 0.246
H -4.4593 -0.2869 0.9955 0.262
H -2.2279 -1.2920 0.6954 0.382
H -2.1286 2.0334 3.2464 0.254
H -2.2619 2.6388 1.4743 0.271
H -0.0671 2.0426 -0.3689 0.287
H 2.5838 1.6068 0.1019 0.483
H 3.0861 1.0970 2.7092 0.269
H 0.6336 1.1785 3.9838 0.470
C 4.4956 5.2807 -1.8094 -0.408
C 4.3269 4.9173 -3.2860 -0.401
C 5.1675 3.6662 -3.5501 -0.682
S 5.2491 2.7821 -1.9972 2.166
O 6.6171 2.7852 -1.5375 -0.921
O 4.4690 1.5658 -2.0976 -0.962
C 4.3303 3.9758 -1.0426 -0.678
H 3.7672 6.0291 -1.4901 0.231
H 5.4971 5.6896 -1.6413 0.227
H 3.2727 4.7024 -3.4901 0.208
H 4.6263 5.7386 -3.9408 0.238
H 4.7109 3.0270 -4.3067 0.260
H 6.1860 3.9236 -3.8460 0.259
H 4.7232 4.0224 -0.0267 0.256
H 3.2846 3.6574 -1.0284 0.212
C -3.2793 -6.1963 -0.7882 -0.407
C -3.0189 -6.3271 0.7136 -0.402
C -2.9398 -4.9124 1.2903 -0.683
S -3.9528 -3.8841 0.2329 2.166
O -3.0968 -2.9301 -0.4400 -0.964
O -5.1383 -3.4796 0.9550 -0.936
C -4.3922 -5.1660 -0.9265 -0.675
H -3.5598 -7.1519 -1.2357 0.236
H -2.3739 -5.8399 -1.2904 0.217
H -3.8472 -6.8696 1.1811 0.215
H -2.1039 -6.8876 0.9178 0.232
H -3.3240 -4.8712 2.3103 0.256
H -1.9194 -4.5251 1.2612 0.246
H -4.4697 -4.7491 -1.9306 0.262
H -5.3537 -5.5811 -0.6160 0.248
```

Values from the calculation:
**DFT total energy**: -1810.2988 Eh
**Net charge**: +1
**LUMO level**: -3.2568 eV

=====

Record 4
ORCA calculation (wB97M-V/def2-TZVPD) on a molecular structure, C14H26N6O6V.

```
53
Properties=species:S:1:pos:R:3:mulliken_spin:R:1
O -1.0870 3.0581 -0.5782 0.011
H -0.9482 4.0170 -0.5635 0.001
V -0.7119 0.1220 0.0089 2.536
N 0.6756 -0.6155 -1.2240 -0.327
N -1.6192 0.3651 -1.7466 0.154
N 0.3073 -0.4935 1.5767 -0.026
N -1.6177 1.0763 1.5040 0.004
O 1.8832 -1.0700 -0.9181 -0.119
O 1.3974 -1.3269 1.5422 0.014
O -2.5434 2.1134 1.3634 0.024
O -2.8319 0.7582 -1.8647 0.287
C -0.9238 -0.0830 -2.8479 -0.193
C 0.3402 -0.6295 -2.5521 0.209
C -0.1264 -0.1077 2.8059 0.183
C -1.2194 0.7937 2.7629 0.155
C 1.3061 -1.2042 -3.5226 -0.020
H 1.4964 -2.2647 -3.3012 0.010
H 2.2672 -0.6720 -3.4833 0.012
H 0.9092 -1.1240 -4.5384 0.003
C -1.5448 0.0471 -4.1911 0.020
H -1.7964 1.0978 -4.3936 -0.013
H -2.4715 -0.5415 -4.2405 -0.014
H -0.8596 -0.3023 -4.9683 0.001
C 0.5204 -0.5722 4.0551 -0.012
C -1.8142 1.4338 3.9622 -0.001
H 1.4433 -1.1103 3.8266 0.001
H -0.1503 -1.2332 4.6217 0.012
H 0.7558 0.2814 4.7032 0.007
H -2.5441 2.1990 3.6860 0.002
H -1.0278 1.9033 4.5685 0.005
H -2.3092 0.6873 4.5967 0.007
H 1.6873 -1.2807 0.5252 0.012
H -2.1689 2.6139 0.5565 -0.001
C 0.2527 2.4131 -0.4228 0.043
H 0.5619 2.0283 -1.4003 -0.001
H 0.2850 1.6599 0.4014 -0.038
H 0.9852 3.1927 -0.1560 0.002
O 4.1400 0.9641 -1.1859 -0.001
H 4.3577 1.3479 -0.3200 0.000
H 3.4796 0.2638 -0.9825 0.002
N -4.7737 -4.6188 0.4944 0.006
C -3.8860 -3.6022 0.3849 0.014
C -4.3183 -2.2564 0.3772 -0.004
C -3.3769 -1.2502 0.2540 0.032
N -2.0509 -1.5055 0.1576 -0.064
C -1.6222 -2.7886 0.1650 0.062
C -2.5002 -3.8547 0.2708 0.001
H -5.7644 -4.4387 0.5773 0.000
H -4.4759 -5.5840 0.4975 0.000
H -5.3728 -2.0035 0.4612 -0.001
H -3.6742 -0.2043 0.2176 -0.001
H -0.5453 -2.9315 0.0719 0.003
H -2.1130 -4.8716 0.2717 0.000
```

Values from the calculation:
**DFT total energy**: -2272.8680 Eh
**Net charge**: 0
**LUMO level (spin up / spin down)**: -0.1531 / -0.5166 eV
**2S+1**: 4